CH3F3Si | wB97M-V/def2-TZVPD

XYZ file:
```
8
Properties=species:S:1:pos:R:3:forces:R:3
F -1.012239 1.742222 0.582064 0.8598 2.1909 1.0770
C -1.046063 0.568738 -0.018660 2.6808 -3.1101 -0.7549
Si 0.927136 -0.670046 -0.116985 -2.5288 3.7829 0.1920
F 1.732655 0.336040 -1.038541 0.6653 -0.6698 -0.9728
F 1.699710 -0.406067 1.251540 -0.3001 -0.8141 0.2314
H -1.655355 0.679464 -0.891691 -0.0252 -0.5764 -0.7892
H -1.372779 -0.148604 0.665131 -1.7111 -1.0364 1.0579
H 0.726933 -2.101750 -0.432859 0.3594 0.2328 -0.0415
```
Forces are in eV/Å.

Calculated values
Gap between HOMO and LUMO: 10.2907 eV
E_LUMO: 0.7870 eV
SMILES: FC[SiH](F)F
E_tot: -629.0427 Eh